# C34H34Cl2FeN13O2SbSe4

A structure of composition C34H34Cl2FeN13O2SbSe4 in a non-equilibrium geometry (the ωB97M-V functional and the def2-TZVPD basis, OMol25).

Last column: Löwdin charge in e.
Geometry (Å):
H -0.240556 4.523146 -2.104943  0.1079
N -1.114992 5.250117 0.587114  -0.0596
C -3.186076 -2.405707 -0.409387  -0.2756
C 5.537552 -1.372486 0.434982  -0.0390
Se -1.597891 -7.029079 -0.153899  -0.2909
H 1.627009 0.246620 -4.598613  0.0481
H -0.638614 1.482400 2.546586  0.0652
N -0.937752 1.073224 -0.093556  0.1102
H -2.681064 3.010566 -2.121151  0.1120
H 0.078840 -3.270272 5.194516  0.1153
N 3.527899 1.593636 2.760005  0.0812
H 1.936120 1.298700 -0.204514  0.0921
C 0.832222 -0.161806 -2.636573  -0.8316
C 4.751359 -1.984108 1.398648  -0.1928
C -2.378438 -2.316366 -3.237457  -0.0273
H -4.887082 0.291065 1.748367  0.0805
H 2.351671 7.823097 0.663411  0.1090
C -2.329455 -1.571797 0.322132  -0.1422
C -5.217788 -1.258937 0.282172  -0.1334
Cl 0.999841 -2.009686 -4.707020  0.5944
C 5.336980 -2.359204 2.681785  -0.1725
H -2.410477 -2.405048 -4.322653  0.0854
C 0.641265 6.501009 0.559154  -0.2342
N -0.269615 -1.330935 2.767968  0.0483
H 1.775381 5.622779 -2.997136  0.1037
C -2.597682 -3.593653 -1.111304  -0.1697
H -2.480809 -0.030223 1.836842  0.0582
C -0.684735 2.423982 2.006452  0.0096
C -3.041047 -0.645531 1.138646  -0.1507
N 5.821361 -2.595140 3.697346  0.1414
C -2.112373 2.502102 -1.358689  -0.0559
N 2.807471 -1.791265 0.016081  0.0620
H -1.523307 -3.623867 -0.971536  -0.0025
H -3.812255 -3.713795 -2.786774  0.1586
C 3.238760 1.792044 1.478907  -0.1214
H -2.354629 -5.667970 -2.658002  0.0300
C 3.576040 -1.230943 -0.909008  -0.1137
Sb 0.236084 -5.933503 1.122776  -0.3501
H 2.963152 0.526460 4.455199  0.1137
Se 0.217363 -3.436907 0.677647  0.2308
O 0.338397 -1.089527 -1.970840  -0.1121
H 3.860570 2.496418 0.936265  0.1012
C -1.561206 1.270145 -1.307284  -0.1169
C 0.305260 5.254682 -1.521692  0.0078
C 3.389794 -2.180892 1.144354  -0.1022
Fe -0.081363 -1.304961 0.312674  0.3207
N -2.816137 -3.602297 -2.618938  -0.1712
C 1.790466 7.123131 0.056941  -0.0281
C -1.119969 2.159514 0.603312  -0.3243
C -0.729359 -2.324499 3.491834  -0.2090
H -2.823860 4.808539 -0.545516  0.1342
H -6.294285 -1.130060 0.235750  0.0800
H -5.191185 -2.955096 -1.023876  0.0966
H -2.869564 4.369714 1.170014  0.1320
C -4.585765 -2.257898 -0.438049  -0.0848
H 3.047320 7.263615 -1.649618  0.0958
N 0.000397 6.624740 1.791842  0.0660
C -2.252356 4.391577 0.277638  -0.0736
C 1.722009 0.042604 2.761855  -0.2199
N 0.080410 -2.499508 4.546467  0.0395
C 0.852665 -0.969802 3.406388  -0.3598
N 1.112286 -1.627583 4.515116  0.1328
H 0.304873 2.887457 2.038420  0.0809
H -1.026933 -4.599270 -3.079390  0.1123
C 2.188234 1.130099 0.842886  -0.1091
H -1.572932 0.499361 -2.058777  0.0729
C 2.166255 6.803212 -1.220886  -0.0902
N -1.029302 5.869271 1.771313  0.0411
H -1.594312 -2.934102 3.277644  0.1163
C -4.424837 -0.462332 1.112843  -0.1234
C -0.077489 5.613377 -0.212444  -0.1694
Cl -0.708954 0.380587 -4.818124  0.5560
H -2.340287 -4.841580 -4.267263  0.0918
H 5.505114 -0.516770 -1.539457  0.0997
H -3.028392 -1.517780 -2.893425  0.0939
C 0.824214 -0.329485 -4.166984  -0.9604
H 6.590918 -1.202577 0.621443  0.1145
Se -0.221680 -6.009391 3.549586  -0.3477
H 3.078774 -0.949280 -1.828655  0.0965
Se 2.421097 -6.769482 0.399728  -0.3759
O 1.343680 0.925217 -2.276017  -0.0462
N -1.828828 3.086303 -0.127133  -0.0285
H -1.381679 3.090567 2.516783  0.0732
H -3.000019 -4.532411 -0.732152  0.0704
H -1.361146 -2.111435 -2.906661  0.0607
C -2.094718 -4.766577 -3.207486  -0.0166
H 2.747598 -2.662791 1.877878  0.0921
C 4.939925 -0.990784 -0.746022  -0.0526
C 2.767238 0.712958 3.405154  -0.0655
N 1.449370 0.247757 1.498092  0.0910
C 1.430003 5.864612 -2.000034  -0.0768

Atoms 1-2, force components in eV/Å:
0.0 0.0 0.1
-0.5 -0.3 -0.3

**Spin multiplicity**: 5
**Net charge**: -2
**HOMO energy (spin up / spin down)**: -1.045 / -1.089 eV
**ΔE to the lowest compared entry with this formula, charge and spin**: 214.20 kJ/mol
**Maximum force**: 3.5 eV Å⁻¹

***

# C34H34Cl5N4P2Sn

A structure of composition C34H34Cl5N4P2Sn in a non-equilibrium geometry (the ωB97M-V functional and the def2-TZVPD basis, OMol25).

Last column: Löwdin charge in e.
Geometry (Å):
H 4.490467 -0.645285 -1.376453  0.1451
H -1.026137 -0.011948 -3.564718  0.1303
C 4.180831 -1.055963 -0.353091  -0.0664
C -0.508604 -0.389325 4.930389  -0.6698
H -3.012620 -0.361833 -4.999105  0.1244
C 4.935746 -2.066927 0.221230  -0.0462
H -2.953737 -2.897584 -0.814929  0.0796
H 0.883022 -1.309110 -2.436681  0.1070
H 0.129259 -5.852009 2.343624  0.1164
C -3.879818 -1.914877 -3.903248  -0.0249
H -4.759101 -3.308288 -2.490492  0.1203
N -2.111450 2.499070 0.873076  -0.1660
C -2.219736 -0.336766 2.756843  -0.6917
C 3.869331 3.288059 -3.295570  -0.0224
C 0.616980 -3.394451 0.187873  -0.0966
N 0.643711 3.041610 1.161586  0.0021
C -1.019288 0.374704 2.575049  -0.3760
H 3.573130 2.095141 -0.143109  0.1144
H 1.939398 -4.816266 1.108831  0.1388
C -0.155895 0.343051 3.661086  -0.6049
C 2.965897 -0.633627 0.228548  -0.3850
H -0.007207 5.128694 1.262807  0.1402
H -2.738836 3.037218 -2.436833  0.1288
C -0.280735 4.176552 0.850956  -0.1884
C -1.874016 -1.469021 -2.017592  -0.3629
C 4.041950 3.216654 -1.931741  -0.0375
C -1.401856 -4.439775 1.779380  -0.0195
C -2.145304 3.023248 -1.546937  -0.1587
H -3.802330 3.384265 -0.113285  0.1522
P -0.748420 -1.235206 -0.674015  0.9045
H -1.243820 1.291598 -2.092690  0.0271
H 3.014364 -2.587630 3.032233  0.1271
Cl -3.970411 -2.077823 3.759331  0.7692
H 2.805816 2.402224 -4.992904  0.1337
H -2.184589 -4.983784 2.321875  0.1333
C -1.637800 3.811656 1.353818  -0.1723
H 1.611460 -0.731604 1.861383  0.0535
H 4.395873 3.972777 -3.878983  0.1095
C -1.661390 -1.181848 4.957440  -0.6422
H -0.135260 2.489455 -2.135480  0.1188
C 2.534586 -1.197044 1.443469  -0.1425
H -2.556871 -2.722872 1.177089  0.0333
H 1.479763 3.101202 0.635309  0.0660
H 1.427772 0.946412 -3.759894  0.1077
C -2.915501 -2.407022 -1.773597  -0.0679
H 1.387700 -3.099851 -0.486144  0.0969
H -2.199898 4.687241 0.960037  0.1525
C -0.577583 -2.665494 0.357213  -0.3365
Cl 1.367874 1.260043 3.728995  0.7143
C -3.027211 2.618946 -0.345344  -0.1372
C 2.393533 1.447461 -1.838296  -0.4000
P 1.768714 0.228196 -0.706865  0.9093
C 2.898615 2.479901 -3.897722  -0.0254
H -3.562544 1.674375 -0.422520  0.0930
H -1.697740 3.783881 2.497358  0.1755
N 0.693196 -0.794778 -1.570060  -0.3239
C 3.300825 -2.123324 2.092608  -0.0331
C -1.610569 -3.231286 1.146944  -0.1134
H -1.947665 4.070726 -1.256321  0.1152
Cl -1.905927 -2.279237 6.313295  0.7322
C 4.494342 -2.576890 1.439928  -0.0116
C -1.848575 -0.778351 -3.223427  -0.1087
Cl -3.359429 -0.390521 1.462426  0.7623
H 4.762167 3.931437 -1.436637  0.1507
C -2.563798 -1.109990 3.880611  -0.6808
H 5.863900 -2.484995 -0.331900  0.1636
H 5.128313 -3.329481 1.844939  0.1131
H -4.761665 -1.993592 -4.553761  0.1349
C -2.898272 -0.989879 -4.118107  -0.0735
H -2.644151 2.080819 1.609203  0.0637
C -0.086520 -4.936817 1.851131  -0.0113
H -0.301071 4.377494 -0.207967  0.1055
C -3.919362 -2.673759 -2.694167  -0.0001
C 2.096126 1.579406 -3.176949  -0.0931
C 3.349630 2.254630 -1.203438  -0.1141
C 0.906982 -4.409729 1.042269  -0.0643
H 0.816478 3.005854 2.128570  0.0132
Sn -0.440315 1.033989 0.623975  1.1248
Cl 0.484811 -0.354754 6.310437  0.7644
N -0.949517 2.112643 -1.572179  0.0004

Atoms 1-2, force components in eV/Å:
-0.5 -0.5 1.6
-1.6 -1.6 1.0

**Net charge**: +3
**HOMO energy**: -16.307 eV
**ΔE to the lowest compared entry with this formula, charge and spin**: 227.15 kJ/mol
**Maximum force**: 3.2 eV Å⁻¹

***

# C34H34N2O5P2PdS

A structure of composition C34H34N2O5P2PdS (the ωB97M-V functional and the def2-TZVPD basis, OMol25).

Last column: Löwdin charge in e.
Geometry (Å):
C -0.154690 -3.172578 -4.640602  -0.0456
H -4.955247 -4.744879 -2.256633  0.1159
C 4.358182 0.972124 -0.268950  0.0364
C 0.804070 3.160604 4.605193  -0.0454
H 0.888114 -2.896398 -0.931790  0.0811
C -4.044295 -0.873370 2.870444  -0.0069
H -4.019640 -0.254545 -0.408095  0.0960
H -0.426356 -3.231842 -5.685850  0.1187
P -1.485919 -1.350803 -1.239376  1.0099
O -2.199569 2.465035 -2.011243  -0.1692
H -2.048134 1.533250 2.575710  0.0750
H -5.887204 0.118544 3.298744  0.1228
H -3.454572 0.015540 3.036296  0.0964
H 1.540447 -4.469039 -4.853491  0.1175
C -5.421099 -0.815549 3.016020  -0.0358
C -5.518620 -1.715216 -0.849344  -0.0644
Pd 0.119832 0.306585 0.456674  0.7589
H 1.928094 1.383854 4.219384  0.1043
H -1.729673 -0.948353 4.009337  0.1098
C 0.577308 -2.999379 -1.968211  -0.1058
C 2.846460 -1.865190 5.236651  -0.0424
C 1.799753 -1.157028 4.673940  -0.1006
C -4.221895 -3.225404 2.312505  -0.0061
H 4.560886 -3.099598 4.863044  0.1213
C -1.263007 1.958359 3.188198  -0.1021
N -2.025477 -2.172832 2.339156  -0.0751
O -1.693577 0.092903 -2.076879  -0.4123
H -2.650948 -3.884468 -2.266348  0.1067
P 0.190034 -0.323993 2.587089  1.0018
O -0.045440 1.611302 -1.149082  -0.3950
H 4.582511 1.253423 -1.299209  0.1099
C 3.589665 -2.521402 3.042762  -0.0500
C 0.956382 -3.866600 -4.170570  -0.0477
C -5.783450 -2.979617 -1.363227  -0.0566
C 3.744689 -2.545034 4.420077  -0.0389
C -1.430110 3.228991 3.712543  -0.0440
C 2.544196 -1.810416 2.468194  -0.0911
H 2.426485 -1.797064 1.393943  0.0833
C -0.914579 -2.408350 -3.773318  -0.0714
H 3.076498 3.216505 -0.192332  0.1421
S -1.537204 1.464829 -1.279671  0.4138
C -4.748469 -3.765058 -1.846701  -0.0557
H 2.197722 -4.311584 -2.478599  0.1112
C -1.131902 -1.480423 3.274935  -0.1741
C 0.981367 1.888767 4.083627  -0.0799
O 2.167102 0.206942 0.187202  -0.1262
H -6.800937 -3.346658 -1.397885  0.1168
C -5.594899 -3.149292 2.460815  -0.0411
H -0.534868 4.818579 4.839180  0.1216
H 2.963616 -1.888905 6.311727  0.1214
H -1.785402 -1.876361 -4.135981  0.1237
H 4.594877 -0.076727 -0.125672  0.0935
C -0.401082 3.826768 4.428581  -0.0377
C -1.514544 -2.928187 1.434515  0.1209
H -3.757392 -4.179150 2.096912  0.1260
H 1.609228 3.630486 5.153761  0.1199
C -3.174254 -2.014062 -1.331351  -0.3493
H 4.282972 -3.059690 2.410144  0.1175
C 1.324514 -3.782544 -2.836177  -0.0654
H 1.106528 -0.630067 5.320046  0.1184
N 2.456375 2.449825 0.016252  0.2228
C -0.062434 1.272437 3.389608  -0.3633
H -6.195174 -4.038511 2.324616  0.1247
H -2.358456 3.759235 3.547821  0.1211
C 1.653117 -1.113867 3.282131  -0.3795
H -0.440547 -3.064539 1.398647  0.1109
C -4.218918 -1.240498 -0.810241  -0.0853
H 4.971527 1.584599 0.392247  0.1048
C 2.908813 1.209327 -0.001921  -0.5042
C -3.459763 -2.078052 2.505164  -0.2010
H -0.570717 -2.252367 3.800753  0.1167
H 1.458698 2.625398 -0.014641  0.0975
C -3.446192 -3.281637 -1.845569  -0.0845
H -6.328084 -1.096366 -0.485760  0.1160
C -0.552719 -2.324095 -2.426785  -0.3725
H -7.268617 -1.897690 2.937784  0.1236
O -2.005336 1.162301 0.091044  -0.3872
C -6.195597 -1.947673 2.810294  -0.0399
H -2.168755 -3.449367 0.744697  0.1029

Atoms 1-2, force components in eV/Å:
0.0 0.0 0.0
0.0 0.0 0.0

**Net charge**: +2
**HOMO energy (spin up / spin down)**: -13.698 / -13.697 eV
**ΔE to the lowest compared entry with this formula, charge and spin**: 120.88 kJ/mol
**Maximum force**: 0.5 eV Å⁻¹

***

> The lowest net charge belongs to which entry?

C34H34Cl2FeN13O2SbSe4

***

> Which value of maximum force does entry 3 give?

0.5 eV Å⁻¹

***

> Which of these has the lowest ΔE to the lowest compared entry with this formula, charge and spin?

C34H34N2O5P2PdS

***

> What is the formula in the third record?

C34H34N2O5P2PdS